Model P:
C9H14 | ωB97M-V with the def2-TZVPD basis set

CARTESIAN COORDINATES (ANGSTROEM)
C 3.11 -1.00 -1.61
C 4.05 -0.34 -0.58
H 3.49 -2.02 -1.53
H 2.04 -0.90 -1.41
H 3.35 -0.55 -2.58
H 4.14 0.75 -0.75
H 4.98 -0.87 -0.45
H 3.62 -0.16 0.42
C -0.53 -1.41 1.94
C -0.50 0.89 1.03
C -0.91 -0.42 0.87
C -1.04 1.93 0.29
C -1.88 1.58 -0.81
C -1.92 -0.75 -0.06
C -2.30 0.28 -0.95
H 0.20 1.09 1.85
H -0.86 2.98 0.51
H -1.44 -1.64 2.51
H 0.30 -1.28 2.61
H -2.37 2.34 -1.41
H -2.27 -1.78 -0.02
H -3.01 0.08 -1.76
H -0.40 -2.35 1.36

Output
Multiplicity: 2
HOMO energy (alpha / beta): 1.06 / -3.83 eV
Net charge: -1
LUMO (alpha / beta): 3.78 / 3.58 eV

Atom charges from the Löwdin analysis, given in e for atoms 1 to 5: C -0.17; C -0.21; H 0.05; H 0.06; H 0.05


Model Q:
C9H14 | ωB97M-V with the def2-TZVPD basis set

CARTESIAN COORDINATES (ANGSTROEM)
C -1.56 3.04 -0.13
C -1.79 3.60 -1.51
H -0.78 2.28 -0.13
H -1.39 3.75 0.67
H -2.46 2.46 0.13
H -0.87 3.81 -2.07
H -2.29 4.58 -1.47
H -2.33 2.92 -2.17
C 1.29 -3.19 -1.22
C 0.40 -0.45 1.98
C 0.53 -1.83 2.24
C 0.90 0.05 0.77
C 0.79 -2.69 1.19
C 1.18 -0.82 -0.26
C 1.05 -2.21 -0.11
H -0.07 0.20 2.71
H 0.38 -2.19 3.25
H 0.96 1.13 0.69
H 0.61 -3.75 1.29
H 1.50 -0.45 -1.24
H 0.72 -2.92 -2.11
H 0.89 -4.17 -0.97
H 2.34 -3.13 -1.52

Output
Multiplicity: 2
HOMO energy (alpha / beta): 1.26 / -4.76 eV
Net charge: -1
LUMO (alpha / beta): 3.66 / 3.60 eV

Atom charges from the Löwdin analysis, given in e for atoms 1 to 5: C -0.20; C -0.22; H 0.03; H 0.05; H 0.06


Stability, highest: model Q


Model P:
C9H14 | ωB97M-V with the def2-TZVPD basis set

CARTESIAN COORDINATES (ANGSTROEM)
C -0.80 -2.16 -1.17
C -1.31 1.45 0.98
C -0.34 1.33 -0.01
C -2.08 0.36 1.39
C -0.27 0.23 -0.77
C -1.88 -0.91 0.73
C -1.12 -0.91 -0.42
H -1.40 2.45 1.55
H 0.40 2.17 0.01
H -3.05 0.20 2.02
H 0.31 -0.01 -1.59
H -2.42 -1.73 0.93
H -1.80 -2.77 -1.63
H -0.47 -2.96 -0.52
H 0.29 -2.03 -1.79
C 3.00 -0.29 -0.26
C 3.07 1.26 -0.12
H 3.13 -0.87 0.67
H 2.07 -0.70 -0.69
H 3.79 -0.77 -0.91
H 2.72 1.80 -1.02
H 4.13 1.24 0.19
H 2.59 1.88 0.71

Output
Multiplicity: 2
HOMO energy (alpha / beta): 1.14 / -4.41 eV
Net charge: -1
LUMO (alpha / beta): 3.92 / 3.74 eV

Atom charges from the Löwdin analysis, given in e for atoms 1 to 5: C -0.19; C -0.20; C -0.20; C -0.17; C -0.14


Model Q:
C9H14 | ωB97M-V with the def2-TZVPD basis set

CARTESIAN COORDINATES (ANGSTROEM)
C 1.40 -2.64 -0.10
C -1.52 -0.27 -0.77
C -0.39 -1.15 -1.03
C -1.79 0.06 0.55
C 0.12 -1.86 0.04
C -1.49 -0.86 1.62
C -0.50 -1.80 1.29
H -2.01 0.30 -1.54
H -0.08 -1.34 -1.94
H -2.44 0.86 0.75
H -1.83 -0.80 2.67
H 1.97 -2.65 -0.98
H 1.13 -3.83 0.01
H -0.23 -2.61 1.89
H 2.18 -2.32 0.69
C 1.69 2.73 -0.67
C 1.24 4.30 -0.54
H 2.27 2.46 0.16
H 0.80 2.08 -0.70
H 2.11 2.68 -1.78
H 1.43 4.78 -1.49
H 1.91 4.80 0.21
H 0.18 4.53 -0.26

Output
Multiplicity: 2
HOMO energy (alpha / beta): 1.07 / -4.01 eV
Net charge: -1
LUMO (alpha / beta): 3.77 / 3.63 eV

Atom charges from the Löwdin analysis, given in e for atoms 1 to 5: C -0.13; C -0.19; C -0.09; C -0.22; C -0.38


Model R:
C9H14 | ωB97M-V with the def2-TZVPD basis set

CARTESIAN COORDINATES (ANGSTROEM)
C 0.48 -0.49 1.82
C -1.41 0.56 -1.33
C -2.76 0.28 -0.99
C -0.36 0.19 -0.53
C -0.58 -0.27 0.79
C -3.01 -0.07 0.38
C -1.95 -0.31 1.24
H -1.31 0.89 -2.36
H -3.62 0.21 -1.63
H 0.69 0.27 -0.79
H -4.00 -0.11 0.82
H 0.18 -0.31 2.87
H 1.18 0.37 1.75
H -2.19 -0.54 2.27
H 0.95 -1.46 1.70
C 3.51 -0.07 -1.43
C 3.61 0.20 0.04
H 4.35 0.39 -1.97
H 3.58 -1.14 -1.65
H 2.63 0.33 -1.91
H 3.14 -0.51 0.72
H 3.16 1.19 0.23
H 4.56 0.35 0.56

Output
Multiplicity: 2
HOMO energy (alpha / beta): 1.11 / -3.65 eV
Net charge: -1
LUMO (alpha / beta): 3.71 / 3.54 eV

Atom charges from the Löwdin analysis, given in e for atoms 1 to 5: C -0.15; C -0.21; C -0.19; C -0.13; C -0.34


Model S:
C9H14 | ωB97M-V with the def2-TZVPD basis set

CARTESIAN COORDINATES (ANGSTROEM)
C 0.10 1.53 -3.30
C -0.85 2.43 -2.50
H 0.19 0.52 -2.91
H -0.28 1.49 -4.33
H 1.10 1.96 -3.36
H -1.87 2.21 -2.83
H -0.96 2.17 -1.45
H -0.54 3.45 -2.68
C 1.45 -2.67 2.33
C 1.19 -0.20 1.68
C 0.58 -1.53 1.93
C 0.45 0.65 0.89
C -0.78 -1.70 1.73
C -0.89 0.38 0.59
C -1.57 -0.77 1.07
H 2.06 0.08 2.26
H 0.87 1.56 0.45
H 1.17 -3.61 1.83
H 1.44 -2.95 3.41
H -1.25 -2.58 2.19
H -1.48 1.08 0.01
H -2.62 -0.97 0.88
H 2.51 -2.53 2.09

Output
Multiplicity: 2
HOMO energy (alpha / beta): 0.84 / -3.10 eV
Net charge: -1
LUMO (alpha / beta): 3.84 / 3.74 eV

Atom charges from the Löwdin analysis, given in e for atoms 1 to 5: C -0.18; C -0.17; H 0.06; H 0.05; H 0.05


Stability, highest: model S


Model P:
C3H8NO2P | ωB97M-V with the def2-TZVPD basis set

CARTESIAN COORDINATES (ANGSTROEM)
C 2.86 -0.06 0.23
C 1.74 -0.62 -0.21
C -0.75 0.52 0.77
N 0.84 -0.02 -1.04
O -2.70 1.19 -0.61
O -2.45 -1.29 -0.55
P -2.36 0.07 0.43
H 3.43 -0.62 0.91
H 3.07 1.03 0.12
H 1.67 -1.65 -0.02
H -0.13 -0.10 1.31
H -0.64 1.54 1.07
H 1.19 0.89 -1.15
H -3.51 1.25 -1.05
H -2.26 -2.13 -0.21

Output
Multiplicity: 1
HOMO energy (alpha / beta): -8.29 / -7.53 eV
LUMO (alpha / beta): -0.32 / -0.65 eV

Atom charges from the Löwdin analysis, given in e for atoms 1 to 5: C 0.01; C -0.38; C -0.18; N 0.11; O -0.24


Model Q:
C3H8NO2P | ωB97M-V with the def2-TZVPD basis set

CARTESIAN COORDINATES (ANGSTROEM)
C -0.57 1.28 0.94
C -1.04 -0.28 -0.75
C 2.78 -1.01 0.37
N -1.47 0.71 0.11
O 0.62 1.16 0.75
O -2.84 0.79 0.49
P 1.13 -0.77 -0.43
H -1.11 1.90 1.67
H -0.94 -0.10 -1.76
H -1.47 -1.23 -0.55
H 3.27 -0.08 0.76
H 2.69 -1.61 1.33
H -3.47 1.06 -0.26
H 0.92 -1.90 -1.22
H 1.49 0.08 -1.46

Output
Multiplicity: 1
HOMO energy (alpha / beta): -7.46 / -7.46 eV
LUMO (alpha / beta): 0.03 / 0.03 eV

Atom charges from the Löwdin analysis, given in e for atoms 1 to 5: C -0.30; C -0.20; C -0.32; N -0.20; O -0.08


Stability, highest: model P


Model P:
C3H8NO2P | ωB97M-V with the def2-TZVPD basis set

CARTESIAN COORDINATES (ANGSTROEM)
C -1.48 -1.53 1.68
N -0.55 -0.90 1.11
P -1.06 0.28 -0.05
C -0.65 -0.28 -1.76
O -2.60 0.65 0.07
O -0.01 1.50 0.18
C 1.23 1.40 0.86
H -1.36 -2.26 2.54
H -2.54 -1.18 1.54
H -1.40 -0.73 -2.36
H -0.29 0.61 -2.29
H 0.09 -0.98 -1.74
H 1.95 1.04 0.15
H 1.25 0.83 1.79
H 1.33 2.49 1.30

Output
Multiplicity: 1
HOMO energy: -9.85 eV
LUMO: 0.57 eV
SMILES string: C=N[P@@](C)(=O)OC

Atom charges from the Löwdin analysis, given in e for atoms 1 to 5: C -0.10; N -0.11; P 0.61; C -0.13; O -0.39


Model Q:
C3H8NO2P | ωB97M-V with the def2-TZVPD basis set

CARTESIAN COORDINATES (ANGSTROEM)
C -1.83 -1.23 0.12
C -1.25 -0.15 0.41
N -0.27 0.52 -0.27
P 1.59 -0.32 -0.17
C 2.87 0.81 -0.21
O 1.43 -1.48 -1.00
O 1.27 -0.67 1.37
H -2.54 -1.65 0.76
H -1.61 -1.77 -0.80
H -1.39 0.48 1.38
H -0.44 0.66 -1.26
H -0.13 1.48 -0.02
H 3.03 1.12 -1.21
H 2.68 1.43 0.58
H 1.25 -1.58 1.39

Output
Multiplicity: 1
HOMO energy: -7.95 eV
LUMO: 0.46 eV
SMILES string: C=C[NH2+][P@](=C)([O-])O

Atom charges from the Löwdin analysis, given in e for atoms 1 to 5: C 0.03; C -0.30; N -0.03; P 0.45; C -0.19


Stability, highest: model P


Model P:
C5H8NOS | ωB97M-V with the def2-TZVPD basis set

CARTESIAN COORDINATES (ANGSTROEM)
C -0.56 -2.20 -1.60
C -0.67 -0.41 -0.41
C 0.67 0.16 1.68
C 0.67 1.72 -0.32
C -0.15 0.77 0.56
N 0.12 -1.24 -1.06
O -1.87 -2.17 -1.42
S -2.31 -0.88 -0.51
H -0.14 -3.02 -2.17
H 1.49 -0.43 1.29
H 0.06 -0.44 2.34
H 1.09 0.98 2.27
H 1.51 1.19 -0.78
H 1.07 2.52 0.29
H 0.06 2.16 -1.10
H -1.04 1.28 0.94

Output
Multiplicity: 1
HOMO energy: -16.12 eV
Net charge: +1
LUMO: -5.86 eV

Atom charges from the Löwdin analysis, given in e for atoms 1 to 5: C -0.14; C -0.42; C -0.05; C -0.06; C -0.36


Model Q:
C5H8NOS | ωB97M-V with the def2-TZVPD basis set

CARTESIAN COORDINATES (ANGSTROEM)
O -1.41 -1.58 0.17
C -0.92 -0.29 0.22
S -2.09 1.09 -0.01
C -0.08 0.10 1.38
C 1.22 0.32 1.26
C 1.91 0.50 0.06
C 1.35 0.19 -1.09
N -0.08 -0.22 -1.11
H -2.14 -1.58 0.80
H -2.78 0.23 -0.69
H -0.66 0.20 2.29
H 1.72 0.74 2.13
H 2.97 0.77 0.10
H 1.64 0.23 -2.10
H -0.69 0.37 -1.69
H 0.05 -1.07 -1.72

Output
Multiplicity: 1
HOMO energy: -13.86 eV
Net charge: +1
LUMO: -4.21 eV
SMILES string: O[C@@]1(S)C=CC=C[NH2+]1

Atom charges from the Löwdin analysis, given in e for atoms 1 to 5: O 0.04; C -0.77; S 0.95; C -0.07; C -0.06


Model R:
C5H8NOS | ωB97M-V with the def2-TZVPD basis set

CARTESIAN COORDINATES (ANGSTROEM)
C 0.26 -1.09 -0.45
C -1.15 -0.75 -0.51
C 1.47 -0.54 -0.27
C -3.22 0.59 -0.54
C 3.68 0.34 1.10
N -1.79 0.42 -0.16
O -1.36 1.31 0.56
S 2.85 0.24 -0.56
H 0.35 -2.24 -0.32
H -1.87 -1.46 -1.04
H -3.96 0.04 0.15
H -3.40 1.64 -0.62
H -3.45 0.04 -1.59
H 3.98 1.39 1.21
H 4.67 -0.19 1.12
H 2.93 0.27 1.92

Output
Multiplicity: 1
HOMO energy (alpha / beta): -12.96 / -12.96 eV
Net charge: +1
LUMO (alpha / beta): -5.50 / -5.49 eV

Atom charges from the Löwdin analysis, given in e for atoms 1 to 5: C -0.08; C -0.05; C -0.33; C 0.01; C -0.29


Stability, highest: model P


Model P:
C2H2N4O | ωB97M-V with the def2-TZVPD basis set

CARTESIAN COORDINATES (ANGSTROEM)
O 2.11 -0.15 0.27
C 0.98 0.05 0.04
N 0.40 1.32 -0.19
C -0.85 1.16 -0.11
N -1.50 -0.05 0.33
N -1.04 -1.21 -0.03
N 0.21 -1.19 -0.41
H -1.71 1.95 -0.35
H -2.42 -0.07 0.67

Output
Multiplicity: 1
HOMO energy: -9.91 eV
LUMO: -0.17 eV
SMILES string: O=c1nc[nH]nn1

Atom charges from the Löwdin analysis, given in e for atoms 1 to 5: O 0.13; C -0.52; N 0.17; C -0.14; N -0.02


Model Q:
C2H2N4O | ωB97M-V with the def2-TZVPD basis set

CARTESIAN COORDINATES (ANGSTROEM)
O 2.15 0.05 0.19
C 0.83 0.05 0.02
N 0.06 1.14 -0.11
C -1.31 0.86 0.05
N -1.82 -0.37 0.19
N -0.93 -1.40 0.01
N 0.38 -1.23 -0.12
H 2.59 -0.76 -0.14
H -1.96 1.67 -0.09

Output
Multiplicity: 1
HOMO energy: -10.27 eV
LUMO: -0.65 eV
SMILES string: Oc1ncnnn1

Atom charges from the Löwdin analysis, given in e for atoms 1 to 5: O 0.10; C -0.45; N 0.16; C -0.13; N 0.03


Stability, highest: model Q